Density functional theory data (ωB97M-V/def2-TZVPD) for a single C2H3N3O molecule.

## Properties
ΔE to the lowest compared entry with this formula, charge and spin: 465.6 kJ/mol
Frontier orbital gap: 0.343 Ha
Lowest unoccupied orbital energy: 0.87 eV
E_HOMO: -8.47 eV

Element x y z (Å)
C  -0.80773  -0.96492  -0.10560
N  -1.38711  0.07828  -0.07190
N  -0.60211  1.05723  0.16525
C  0.75852  0.96397  -0.02027
N  1.41144  -0.10638  -0.12889
O  0.67479  -1.15410  0.15282
H  -1.48761  -1.74636  -0.01372
H  -0.99255  1.88012  -0.12344
H  1.42149  1.90084  -0.08136



Density functional theory data (ωB97M-V/def2-TZVPD) for a molecular structure, C10H27ClIO2P2PmS.

## Properties
Spin multiplicity: 5
ΔE to the lowest compared entry with this formula, charge and spin: 0.0 kJ/mol
Charge: +2
Frontier orbital gap (spin up / spin down): 0.227 / 0.228 Ha
Lowest unoccupied orbital energy (spin up / spin down): -8.10 / -8.08 eV
E_HOMO (spin up / spin down): -14.27 / -14.28 eV

Element x y z (Å)
C  1.42994  0.35194  -2.97976
C  1.56580  -0.00711  -1.55147
H  1.40217  1.43216  -3.15272
H  0.56337  -0.14546  -3.39565
H  2.29183  -0.00540  -3.53490
O  0.74042  0.46994  -0.65375
I  1.24230  -2.44106  1.17977
Pm  -1.05453  -0.36425  0.37728
P  3.20783  -0.64682  -1.18994
C  3.46149  0.34917  0.27422
C  3.83794  -2.36306  -0.93786
H  4.86203  -2.28343  -1.28627
H  5.37265  -0.19132  -2.15567
H  3.31767  -3.12133  -1.52475
H  4.14807  -0.54335  -3.37955
H  3.15962  -0.18564  1.17070
H  3.79398  -2.59582  0.12928
C  4.31730  -0.01196  -2.43112
H  4.53987  0.48056  0.22414
H  4.11968  1.05894  -2.54631
H  2.97383  1.32202  0.24540
P  -3.72562  -0.70254  -0.33279
C  -4.84176  0.21319  0.78808
C  -4.40705  -0.22263  -1.96058
H  -3.71120  -3.05726  -0.80171
H  -5.39043  -2.41634  -0.62515
H  -4.39211  -2.72476  0.84285
C  -4.37744  -2.41481  -0.21072
H  -3.94768  -0.86127  -2.71641
H  -5.48619  -0.36264  -1.89152
H  -5.71848  0.54410  0.21236
H  -4.34130  1.11771  1.16602
H  -4.16920  0.82697  -2.14337
H  -5.13138  -0.43739  1.62884
Cl  -1.32433  -1.67333  -1.99319
C  0.73062  3.19437  2.78875
S  0.51843  1.41659  2.89388
C  -0.18793  1.30707  4.56251
O  -0.70871  1.13092  1.94364
H  -0.14485  3.74583  3.15571
H  0.86630  3.49939  1.74329
H  1.60857  3.53304  3.37948
H  -0.85433  2.15456  4.74914
H  -0.75003  0.37146  4.59072
H  0.59284  1.25908  5.34912



Density functional theory data (ωB97M-V/def2-TZVPD) for a gas-phase ion, C7H14NO (charge -1).

## Properties
ΔE to the lowest compared entry with this formula, charge and spin: 223.4 kJ/mol
Charge: -1
Frontier orbital gap (spin up / spin down): 0.205 / 0.205 Ha
Lowest unoccupied orbital energy (spin up / spin down): 3.95 / 3.95 eV
E_HOMO (spin up / spin down): -1.64 / -1.64 eV

Element x y z (Å)
C  1.24981  -0.88689  0.64242
C  0.24841  0.23977  0.99862
C  0.02220  -0.08955  -1.31706
C  -1.13167  -0.24277  1.66937
C  0.74868  1.37505  1.85321
C  -0.01745  0.39183  -2.73993
C  -0.65994  -1.53512  -1.17581
N  0.04429  0.77364  -0.37847
O  0.02414  2.05399  -0.66095
H  2.17204  -0.30722  0.82121
H  1.08830  -1.56917  1.51249
H  -0.88740  -0.63917  2.62252
H  -1.66028  -1.02757  1.04067
H  -1.87734  0.62451  1.83651
H  1.86051  1.61333  1.42261
H  1.00072  1.02770  2.91803
H  0.10824  2.21681  1.72580
H  0.81492  0.20875  -3.31214
H  -0.15964  1.45242  -2.72907
H  -0.82953  0.04057  -3.31333
H  -1.65180  -1.66830  -1.33739
H  -0.42493  -1.81808  -0.12996
H  -0.08230  -2.23452  -1.96936



Density functional theory data (ωB97M-V/def2-TZVPD) for a molecular structure, C30H23IrN8O7SbSe.

## Properties
Spin multiplicity: 5
Charge: +1
Frontier orbital gap (spin up / spin down): 0.238 / 0.233 Ha
Lowest unoccupied orbital energy (spin up / spin down): -4.37 / -4.78 eV
E_HOMO (spin up / spin down): -10.84 / -11.12 eV

Element x y z (Å)
Ir  0.30455  0.23850  0.31626
C  0.97045  -2.76956  1.83786
C  -0.50338  -2.50341  1.86496
C  -1.38010  -3.50840  2.25822
C  -2.74027  -3.28976  2.22291
C  -3.20226  -2.06373  1.77231
C  -2.28630  -1.09818  1.39247
N  -0.96834  -1.30805  1.47857
Sb  -3.14957  0.72524  0.64806
C  -1.81273  2.00281  1.77891
C  -2.34031  2.81051  2.77042
C  -1.51529  3.71984  3.41830
C  -0.20215  3.83396  3.01229
C  0.28122  3.00365  2.00722
C  1.67952  3.18217  1.49611
N  -0.50887  2.07788  1.44741
C  -2.15977  1.17218  -1.22254
C  -2.96317  1.28164  -2.34292
C  -2.39377  1.71335  -3.53271
C  -1.06729  2.09444  -3.54487
C  -0.30941  1.99420  -2.38331
C  1.08200  2.54555  -2.31262
N  -0.85700  1.48258  -1.26885
H  1.15070  -3.84225  1.85716
H  1.43017  -2.36638  0.93473
H  1.46519  -2.33277  2.70617
H  -0.97989  -4.46376  2.56689
H  -3.43141  -4.06985  2.51198
H  -4.26277  -1.86875  1.68916
H  -3.39042  2.74157  3.02143
H  -1.90500  4.35869  4.19935
H  0.45347  4.57568  3.44844
H  1.82281  4.21872  1.18802
H  2.41560  2.97020  2.27339
H  1.88772  2.54710  0.63584
H  -4.01119  1.01916  -2.29047
H  -2.98939  1.78136  -4.43324
H  -0.60911  2.48565  -4.44229
H  1.45831  2.77037  -3.30772
H  1.06491  3.47515  -1.73917
H  1.78084  1.86406  -1.83578
O  3.05875  -0.21472  -2.72099
C  2.06021  -0.53956  -2.12456
O  1.94469  -0.28485  -0.82359
C  0.94910  -1.27503  -2.80328
C  1.19752  -1.71490  -4.09623
C  0.24053  -2.43753  -4.77736
C  -0.97702  -2.75050  -4.20284
C  -1.23431  -2.28851  -2.93271
C  -0.29085  -1.55017  -2.18038
O  -0.58713  -1.20725  -0.96806
N  -2.54958  -2.62757  -2.36860
O  -3.09596  -1.82254  -1.63264
O  -3.04341  -3.67583  -2.71318
N  0.51543  -2.89486  -6.14522
O  1.59429  -2.61333  -6.61733
O  -0.35596  -3.52446  -6.70402
H  2.14962  -1.49019  -4.55677
H  -1.71128  -3.33587  -4.73843
Se  0.26937  0.32278  5.50506
N  2.02836  0.36858  5.62868
C  2.49437  0.31069  4.39337
C  3.87760  0.30622  4.03683
C  4.18034  0.23009  2.72024
C  3.14018  0.16889  1.74110
N  1.86060  0.17457  2.01683
C  1.50448  0.23789  3.35179
N  0.24725  0.22785  3.74084
H  4.63352  0.36039  4.80811
H  5.20463  0.22010  2.37718
H  3.38636  0.11827  0.68783



Density functional theory data (ωB97M-V/def2-TZVPD) for a molecular structure, C44H44AsBrN5O3RbS.

## Properties
ΔE to the lowest compared entry with this formula, charge and spin: 153.5 kJ/mol
Charge: -2
Frontier orbital gap: 0.136 Ha
Lowest unoccupied orbital energy: 3.26 eV
E_HOMO: -0.44 eV

Element x y z (Å)
Rb  1.06813  0.82666  -0.24965
C  -0.12434  2.04350  -5.14189
C  0.74099  1.94310  -3.90880
N  0.87497  0.85583  -3.25566
O  0.12679  -0.21005  -3.74198
C  1.44346  3.14927  -3.44667
C  1.55085  4.34106  -4.36944
N  1.94208  3.17117  -2.24598
O  2.55072  4.25791  -1.83918
H  -0.64985  1.10645  -5.30521
H  0.48823  2.25881  -6.01965
H  -0.84995  2.85064  -5.02945
H  0.41959  -0.96441  -3.18075
H  1.95398  4.05805  -5.34547
H  2.22265  5.05223  -3.89128
H  0.58281  4.82556  -4.52948
S  1.58496  -2.59280  -2.00176
C  0.99143  -3.90069  -1.01010
C  1.78700  -5.04475  -0.82432
C  1.36797  -6.08997  -0.01485
C  0.14134  -6.01937  0.63085
C  -0.65850  -4.89243  0.44831
C  -0.27364  -3.83508  -0.37214
As  -1.18374  -1.93518  -0.47002
C  -2.24307  -2.38700  -2.06798
C  -3.54407  -1.91683  -2.25487
C  -4.27390  -2.24003  -3.39140
C  -3.71726  -3.04458  -4.37480
C  -2.42504  -3.52194  -4.20429
C  -1.70283  -3.20069  -3.06378
C  -2.45155  -2.47149  0.95181
C  -2.08467  -2.22002  2.27232
C  -2.89887  -2.57501  3.33837
C  -4.10909  -3.21282  3.10391
C  -4.48262  -3.49254  1.79742
C  -3.66310  -3.12370  0.73725
H  2.75175  -5.08815  -1.31852
H  2.00911  -6.95663  0.12140
H  -0.19077  -6.82957  1.27402
H  -1.60449  -4.84626  0.97957
H  -3.99228  -1.28096  -1.50317
H  -5.28009  -1.85323  -3.51472
H  -4.28385  -3.29110  -5.26672
H  -1.97325  -4.14365  -4.96923
H  -0.69236  -3.57224  -2.95479
H  -1.13835  -1.73512  2.46555
H  -2.59017  -2.34751  4.35363
H  -4.75405  -3.49165  3.93030
H  -5.41750  -4.00714  1.60063
H  -3.97453  -3.36371  -0.27121
Br  1.28208  -5.42125  4.35103
C  1.17942  -3.56836  3.92678
C  1.58008  -3.13106  2.67555
C  1.48397  -1.78585  2.37966
C  0.99554  -0.86085  3.31608
C  0.61244  -1.34489  4.57793
C  0.69563  -2.68986  4.88262
N  0.78582  0.44262  2.89879
C  0.73593  1.42245  3.70754
C  0.31510  2.75008  3.30077
C  0.35514  3.80572  4.21932
C  -0.02157  5.07058  3.81662
C  -0.43574  5.26249  2.50636
C  -0.45666  4.15531  1.66476
N  -0.10103  2.94035  2.03909
H  1.93272  -3.83648  1.93298
H  1.79221  -1.43565  1.40578
H  0.18656  -0.65816  5.29962
H  0.36315  -3.05927  5.84301
H  1.04704  1.31235  4.75210
H  0.67833  3.61775  5.23642
H  0.00369  5.90452  4.50724
H  -0.73221  6.23733  2.14619
H  -0.77766  4.25451  0.63211
C  6.08729  1.84185  -0.84562
N  5.25272  2.74463  -0.07970
C  5.32746  4.15439  -0.44942
C  4.19954  2.22851  0.61645
C  3.21684  3.22078  1.18680
O  4.08402  1.01913  0.80583
H  7.13817  1.95135  -0.55955
H  5.99109  2.05111  -1.91414
H  5.76727  0.82190  -0.65514
H  6.29008  4.33734  -0.92736
H  5.27071  4.78989  0.43638
H  4.51351  4.41734  -1.13452
H  3.70634  3.99126  1.78364
H  2.50764  2.68101  1.80948
H  2.69554  3.71020  0.35201
C  -3.79684  2.59549  -0.50511
C  -3.73047  1.85832  0.66881
C  -2.99377  0.67575  0.70699
C  -2.32046  0.17785  -0.41328
C  -2.37094  0.96357  -1.57210
C  -3.10051  2.14939  -1.62225
H  -4.38331  3.50830  -0.54799
H  -4.26551  2.20108  1.55283
H  -2.96462  0.12640  1.64409
H  -1.85610  0.62591  -2.47056
H  -3.13664  2.73086  -2.54115



Density functional theory data (ωB97M-V/def2-TZVPD) for a single C6H9NO molecule.

## Properties
ΔE to the lowest compared entry with this formula, charge and spin: 752.6 kJ/mol
Frontier orbital gap: 0.360 Ha
Lowest unoccupied orbital energy: 0.95 eV
E_HOMO: -8.83 eV

Element x y z (Å)
C  2.19380  -0.90992  -0.20986
C  1.06321  -0.19802  -0.01969
C  0.89214  1.33176  0.08819
O  -0.64824  1.59186  -0.01508
C  -1.03808  0.48102  -0.84398
C  -1.91955  -0.81675  -0.48802
C  -0.43638  -0.57240  0.02378
N  -0.84750  -0.32180  1.53095
H  1.88791  -1.93457  -0.66852
H  3.13209  -0.41770  -0.27135
H  1.28098  1.95849  0.94081
H  1.08331  1.81042  -0.79618
H  -0.76738  0.28581  -2.01307
H  -2.84922  -0.50056  0.29655
H  -2.22248  -1.50074  -1.31875
H  -0.52879  0.57997  1.56863
H  -0.27581  -0.86686  2.19558